Molecular formula: H3NO3Si
Method: DFT, ωB97M-V/def2-TZVPD

CARTESIAN COORDINATES (ANGSTROEM)
O  -1.65  0.86  0.89
N  -1.63  -0.05  0.10
O  -2.60  -0.52  -0.45
O  -0.44  -0.53  -0.20
Si  1.39  -0.05  -0.03
H  1.69  -1.42  -0.19
H  1.65  0.73  -1.26
H  1.61  0.98  1.14

Output
E_LUMO, eV: -0.119
Gap between HOMO and LUMO, Ha: 0.3888
SMILES string: O=[N+]([O-])O[SiH3]
Energy relative to the best compared isomer or geometry (same formula, charge and spin), kcal per mole: 65.82